Here is C13H22ClSi as an isolated structure in a non-equilibrium geometry from the OMol25 dataset. Energies are from ωB97M-V/def2-TZVPD.

Geometry as XYZ:
```
37
C13H22ClSi | the OMol25 dataset | ωB97M-V/def2-TZVPD
H 1.01 -0.98 -0.62
Si 1.73 -2.63 -0.15
Cl 0.43 -3.57 0.97
C 2.05 -3.86 -1.54
C 3.27 -2.71 0.93
H 2.83 -3.63 -2.28
H 2.30 -4.80 -1.05
H 1.13 -4.04 -2.11
H 4.21 -2.31 0.56
H 3.09 -2.25 1.90
H 3.41 -3.78 1.12
C 2.14 1.05 -0.46
C 0.85 0.25 -0.81
C -0.44 0.97 -0.31
C -1.49 1.50 -1.11
C -1.37 1.78 -2.59
C -2.76 1.75 -0.56
C -2.99 1.64 0.82
C -4.33 1.86 1.44
C -1.89 1.35 1.63
C -0.63 1.09 1.08
C 0.47 0.73 2.05
H 2.71 1.23 -1.37
H 2.08 2.02 0.03
H 2.85 0.48 0.14
H 0.79 0.05 -1.90
H -2.37 2.01 -3.02
H -0.78 2.68 -2.79
H -0.89 1.00 -3.18
H -3.57 2.09 -1.24
H -4.24 1.66 2.52
H -4.78 2.86 1.27
H -5.05 1.13 1.06
H -2.04 1.31 2.71
H 0.07 0.74 3.07
H 0.96 -0.23 1.81
H 1.24 1.51 2.00
```

**E**: -34230.9037 eV
**Charge**: +1
**Energy relative to the best compared isomer or geometry (same formula, charge and spin)**: 1.5481 eV
**HOMO level**: -11.90 eV

---

Here is C10H15N3 as an isolated structure in a non-equilibrium geometry from the OMol25 dataset. Energies are from ωB97M-V/def2-TZVPD.

Geometry as XYZ:
```
28
C10H15N3 | the OMol25 dataset | ωB97M-V/def2-TZVPD
C -3.87 -1.32 0.17
C -3.86 0.16 0.08
C -2.52 -1.68 0.22
C -2.59 0.61 -0.08
C 2.90 -1.58 0.04
C 0.56 -1.23 -0.04
C 3.74 -0.45 -0.27
C 2.51 0.42 -0.37
C -2.21 2.02 -0.34
C 2.35 1.41 0.77
N -1.79 -0.60 -0.11
N 1.82 -0.86 -0.19
N -0.49 -0.42 -0.31
H -4.70 -2.05 0.25
H -4.85 0.58 0.01
H -2.10 -2.71 0.32
H 3.04 -2.60 0.19
H 0.42 -2.18 0.29
H 4.54 -0.11 0.60
H 4.41 -0.77 -1.09
H 2.22 0.90 -1.32
H -1.43 2.25 -1.10
H -3.15 2.61 -0.47
H -1.69 2.36 0.58
H 2.24 0.90 1.69
H 1.50 2.06 0.60
H 3.26 1.87 0.69
H -0.26 0.41 -0.79
```

**E**: -15061.4423 eV
**Charge**: +2
**Energy relative to the best compared isomer or geometry (same formula, charge and spin)**: 4.1160 eV
**HOMO level (alpha / beta)**: -15.83 / -15.61 eV

---

Here is C21H22N12SV as an isolated structure from the OMol25 dataset. Energies are from ωB97M-V/def2-TZVPD.

Geometry as XYZ:
```
57
C21H22N12SV | the OMol25 dataset | ωB97M-V/def2-TZVPD
V -0.24 0.34 0.72
N 3.21 0.67 -3.15
C 2.52 1.18 -2.14
N 1.34 0.78 -1.74
C 0.75 -0.26 -2.44
N -0.45 -0.67 -2.16
N -1.06 0.06 -1.15
C -2.32 0.25 -1.30
C -3.03 0.91 -0.21
C -4.38 1.23 -0.29
C -4.97 1.90 0.78
C -4.18 2.21 1.88
C -2.85 1.83 1.89
N -2.27 1.18 0.88
C 1.47 -0.91 -3.52
C 0.95 -2.00 -4.24
C 1.67 -2.55 -5.27
C 2.93 -2.03 -5.61
C 3.46 -0.96 -4.93
C 2.72 -0.42 -3.88
H 4.10 1.07 -3.40
H 3.00 2.01 -1.63
H -2.81 -0.03 -2.22
H -4.94 0.97 -1.17
H -6.01 2.17 0.75
H -4.59 2.73 2.73
H -2.23 2.04 2.75
H -0.03 -2.38 -3.98
H 1.27 -3.39 -5.83
H 3.48 -2.47 -6.43
H 4.43 -0.56 -5.20
N -0.75 -0.93 4.67
C -0.38 0.32 5.10
C -0.19 1.07 3.97
N -0.45 0.29 2.86
C -0.78 -0.91 3.33
C -1.03 -1.95 2.35
N -0.86 -1.63 1.08
C -1.15 -2.76 0.34
C -1.51 -3.75 1.20
N -1.43 -3.22 2.47
H -0.95 -1.71 5.27
H -0.29 0.57 6.14
H 0.10 2.10 3.90
H -1.08 -2.77 -0.73
H -1.81 -4.77 1.03
H -1.64 -3.73 3.32
N 0.65 2.35 0.77
N 1.96 2.39 1.29
C 2.68 1.27 1.48
N 3.93 1.40 1.88
S 2.04 -0.30 1.23
H 0.67 2.62 -0.21
H 0.08 3.01 1.29
H 2.39 3.30 1.37
H 4.36 2.30 2.06
H 4.49 0.58 2.05
```

**E**: -76517.7699 eV
**⟨S²⟩**: 2.018
**Charge**: +3
**2S+1**: 3
**Energy relative to the best compared isomer or geometry (same formula, charge and spin)**: 0.0237 eV
**HOMO level (alpha / beta)**: -16.02 / -16.01 eV

---

Here is a 15-piece molecular cluster, C58H137Br16N7 overall in a non-equilibrium geometry from the OMol25 dataset. Energies are from ωB97M-V/def2-TZVPD.

Geometry as XYZ:
```
218
C58H137Br16N7 | the OMol25 dataset | ωB97M-V/def2-TZVPD
Br 21.34 19.63 12.76
C 21.92 21.42 13.06
C 20.99 21.87 14.25
Br 21.27 23.77 14.66
H 21.67 21.97 12.17
H 22.98 21.34 13.22
H 21.18 21.39 15.24
H 19.96 21.84 13.84
Br 18.14 23.30 12.88
C 16.61 22.75 11.88
C 15.54 23.86 11.81
Br 14.03 23.27 10.77
H 16.15 21.93 12.47
H 16.85 22.43 10.86
H 15.92 24.81 11.44
H 15.14 24.07 12.81
Br 17.78 15.09 20.04
C 16.45 14.89 18.65
C 15.46 13.89 19.24
Br 13.93 13.88 17.93
H 17.01 14.58 17.78
H 15.97 15.83 18.49
H 14.88 14.33 20.07
H 15.83 12.89 19.42
Br 22.41 18.56 17.69
C 21.27 17.38 16.61
C 20.65 16.31 17.43
Br 19.18 15.43 16.41
H 21.78 16.94 15.77
H 20.54 18.08 16.13
H 20.14 16.58 18.38
H 21.30 15.44 17.67
Br 9.74 20.17 12.32
C 9.33 21.72 13.40
C 10.45 22.73 13.15
Br 9.90 24.32 14.32
H 9.22 21.49 14.46
H 8.30 22.06 13.12
H 10.48 23.08 12.07
H 11.41 22.38 13.39
Br 13.61 22.86 15.78
C 13.36 24.83 15.65
C 14.58 25.55 16.21
Br 14.36 27.49 16.42
H 12.54 24.99 16.29
H 13.14 25.02 14.60
H 15.40 25.48 15.48
H 14.87 25.05 17.13
Br 13.92 18.96 18.99
C 14.60 20.80 19.04
C 13.54 21.79 19.42
Br 14.32 23.59 19.54
H 14.95 20.98 18.02
H 15.40 20.72 19.77
H 13.04 21.52 20.35
H 12.77 21.93 18.69
Br 8.94 17.67 19.56
C 10.29 18.72 18.74
C 9.74 19.53 17.59
Br 11.16 20.54 16.64
H 11.02 18.01 18.38
H 10.78 19.23 19.58
H 8.95 20.25 17.87
H 9.29 18.86 16.92
C 17.78 27.17 14.89
C 18.30 26.83 16.33
N 17.75 25.63 16.98
C 17.84 25.85 18.42
C 16.75 26.61 19.01
C 18.46 24.36 16.62
C 17.63 23.10 16.97
H 16.74 27.33 14.97
H 18.00 26.36 14.13
H 18.27 28.10 14.63
H 19.42 26.77 16.40
H 17.93 27.68 16.97
H 17.83 24.81 18.84
H 18.82 26.30 18.57
H 15.72 26.23 18.73
H 16.82 26.66 20.12
H 16.61 27.72 18.77
H 19.43 24.34 17.23
H 18.80 24.41 15.57
H 17.30 22.96 17.99
H 18.17 22.26 16.58
H 16.73 23.06 16.40
C 17.86 22.49 20.88
C 18.02 21.09 21.45
N 17.60 19.95 20.58
C 17.54 18.69 21.36
C 16.37 18.52 22.28
C 18.53 19.83 19.41
C 17.90 18.90 18.43
H 16.85 22.70 20.67
H 18.55 22.64 20.03
H 18.15 23.25 21.63
H 19.06 20.98 21.76
H 17.35 21.12 22.34
H 17.48 17.91 20.65
H 18.54 18.62 21.89
H 16.06 19.44 22.78
H 15.58 18.15 21.60
H 16.63 17.76 23.04
H 19.53 19.46 19.60
H 18.71 20.80 19.01
H 16.81 19.06 18.37
H 18.05 17.85 18.75
H 18.25 19.03 17.44
C 15.81 15.46 14.64
C 15.67 16.81 15.30
N 14.88 17.76 14.60
C 15.17 19.16 14.91
C 16.42 19.74 14.29
C 13.45 17.48 14.75
C 12.65 18.26 13.68
H 16.45 14.79 15.19
H 16.31 15.65 13.69
H 14.91 14.91 14.38
H 15.36 16.65 16.39
H 16.66 17.27 15.37
H 14.33 19.77 14.54
H 15.13 19.26 16.02
H 16.52 20.80 14.40
H 17.32 19.22 14.64
H 16.47 19.49 13.23
H 12.99 17.73 15.69
H 13.26 16.40 14.52
H 12.43 19.28 14.04
H 11.65 17.86 13.46
H 13.23 18.37 12.80
C 18.03 17.15 11.95
C 17.05 17.90 11.02
N 16.61 17.09 9.82
C 15.81 15.91 10.23
C 14.41 16.23 10.74
C 17.72 16.65 9.01
C 18.62 17.72 8.47
H 18.39 17.69 12.74
H 18.95 16.85 11.38
H 17.71 16.19 12.29
H 16.19 18.28 11.60
H 17.67 18.74 10.65
H 15.76 15.27 9.34
H 16.31 15.41 11.11
H 13.96 15.22 10.85
H 14.50 16.78 11.65
H 13.83 16.82 10.05
H 17.25 16.10 8.11
H 18.30 15.84 9.55
H 19.21 18.29 9.22
H 18.08 18.42 7.80
H 19.48 17.21 7.91
C 17.71 12.81 12.21
C 18.55 12.38 13.34
N 17.96 11.45 14.25
C 17.75 10.14 13.64
C 17.54 8.99 14.65
C 16.85 11.81 15.25
C 15.49 11.96 14.65
H 18.23 13.59 11.64
H 16.71 13.07 12.50
H 17.51 11.94 11.53
H 19.53 12.04 13.04
H 18.87 13.30 13.90
H 16.91 10.22 12.97
H 18.62 9.98 12.94
H 18.36 8.88 15.36
H 16.57 9.16 15.20
H 17.45 8.02 14.17
H 17.17 12.77 15.64
H 17.00 11.07 16.07
H 14.75 12.06 15.47
H 15.09 11.14 14.04
H 15.39 12.82 14.05
C 10.58 16.94 10.77
C 9.87 17.63 9.56
N 10.90 17.96 8.49
C 10.45 19.10 7.66
C 9.35 18.78 6.63
C 11.38 16.84 7.66
C 12.46 17.20 6.68
H 11.20 17.64 11.32
H 11.20 16.16 10.44
H 9.82 16.50 11.45
H 9.07 16.96 9.25
H 9.47 18.50 9.93
H 10.10 19.91 8.25
H 11.30 19.53 7.01
H 9.71 18.22 5.78
H 8.49 18.25 7.11
H 9.00 19.82 6.21
H 10.49 16.30 7.23
H 11.83 16.09 8.34
H 13.03 16.29 6.26
H 13.13 17.83 7.26
H 12.14 17.75 5.81
C 8.86 15.17 16.22
C 10.40 15.06 16.60
N 10.86 13.69 16.94
C 10.10 13.10 18.04
C 10.15 13.95 19.30
C 10.86 12.77 15.83
C 11.71 13.24 14.66
H 8.13 15.08 16.97
H 8.46 14.53 15.44
H 8.76 16.22 15.82
H 10.93 15.44 15.71
H 10.66 15.78 17.34
H 9.03 12.85 17.81
H 10.58 12.14 18.19
H 9.65 14.96 19.17
H 9.72 13.52 20.20
H 11.17 14.01 19.59
H 9.88 12.60 15.32
H 11.17 11.82 16.25
H 12.19 12.46 14.12
H 12.57 13.80 15.08
H 11.17 13.85 13.90
```

**E**: -1193475.3396 eV
**Charge**: 0
**HOMO level**: -7.86 eV

---

Here is a 2-piece molecular cluster, C2H8NO2 overall from the OMol25 dataset. Energies are from ωB97M-V/def2-TZVPD.

Geometry as XYZ:
```
13
C2H8NO2 | the OMol25 dataset | ωB97M-V/def2-TZVPD
C 1.25 -2.33 -0.32
O 0.56 -1.44 -1.14
H 0.61 -2.79 0.46
H 1.63 -3.12 -0.97
H 2.07 -1.84 0.24
N -0.96 2.53 -0.18
C -0.86 1.42 0.81
O -0.75 0.20 0.31
H -0.11 2.56 -0.73
H -1.71 2.30 -0.82
H 0.01 1.72 1.45
H -1.77 1.57 1.44
H 0.04 -0.79 -0.55
```

**E**: -7788.7406 eV
**Charge**: -1
**Energy relative to the best compared isomer or geometry (same formula, charge and spin)**: 0.4443 eV
**HOMO level**: -3.16 eV

---

Here is a 2-piece molecular cluster, C2H5N3S overall in a non-equilibrium geometry from the OMol25 dataset. Energies are from ωB97M-V/def2-TZVPD.

Geometry as XYZ:
```
11
C2H5N3S | the OMol25 dataset | ωB97M-V/def2-TZVPD
C 0.72 -0.65 -0.53
C -0.28 0.42 0.14
H 2.12 0.85 -0.24
H 2.90 -0.72 -0.92
H -0.59 -1.61 -0.23
H 0.14 1.53 0.18
H -3.42 0.59 2.05
N 2.05 -0.08 -0.68
N 0.44 -1.82 -0.84
N -1.44 0.12 0.62
S -2.65 1.37 0.43
```

**E**: -17455.4706 eV
**Charge**: 0
**Energy relative to the best compared isomer or geometry (same formula, charge and spin)**: 5.6413 eV
**HOMO level**: -9.28 eV

---

Here is C36H54N2P2ReSbSe4 as an isolated structure in a non-equilibrium geometry from the OMol25 dataset. Energies are from ωB97M-V/def2-TZVPD.

Geometry as XYZ:
```
100
C36H54N2P2ReSbSe4 | the OMol25 dataset | ωB97M-V/def2-TZVPD
Re -0.09 -0.55 -0.52
C 2.71 1.11 -3.05
C 2.45 -0.35 -3.39
C 1.67 -0.46 -4.69
P 1.86 -1.36 -1.94
C 1.92 -3.14 -2.49
C 2.97 -3.43 -3.57
C 2.10 -4.10 -1.31
C 3.20 -1.01 -0.81
C 4.52 -1.37 -1.09
C 5.57 -0.72 -0.46
C 5.29 0.36 0.37
C 3.98 0.71 0.66
C 2.92 -0.02 0.13
N 1.55 0.23 0.45
C 1.32 0.99 1.64
C 2.06 0.87 2.82
C 1.73 1.66 3.91
C 0.68 2.56 3.86
C -0.07 2.67 2.69
C 0.26 1.88 1.60
P -0.48 1.92 -0.05
C -2.09 2.80 0.07
C -2.92 2.78 -1.22
C -2.99 2.50 1.28
C 0.67 3.10 -0.93
C 0.99 4.31 -0.05
C 0.26 3.61 -2.31
H 3.26 1.55 -3.88
H 3.29 1.26 -2.14
H 1.76 1.65 -2.98
H 3.41 -0.86 -3.52
H 0.72 0.08 -4.64
H 1.45 -1.48 -5.00
H 2.26 0.02 -5.47
H 0.95 -3.29 -2.95
H 4.00 -3.34 -3.21
H 2.86 -2.82 -4.46
H 2.84 -4.47 -3.87
H 1.21 -4.15 -0.68
H 2.26 -5.10 -1.72
H 2.96 -3.85 -0.70
H 4.74 -2.14 -1.81
H 6.59 -1.01 -0.67
H 6.09 0.93 0.80
H 3.81 1.57 1.29
H 2.88 0.17 2.90
H 2.31 1.56 4.82
H 0.44 3.18 4.72
H -0.87 3.39 2.64
H -1.69 3.81 0.20
H -3.33 1.79 -1.40
H -2.35 3.07 -2.10
H -3.75 3.47 -1.11
H -3.85 1.92 0.97
H -3.37 3.45 1.67
H -2.51 1.97 2.09
H 1.58 2.50 -1.01
H 0.15 5.01 0.00
H 1.82 4.85 -0.52
H 1.30 4.06 0.96
H -0.51 4.38 -2.22
H -0.08 2.85 -3.00
H 1.13 4.10 -2.76
Se -4.00 -1.12 -3.87
Sb -1.81 -1.89 -3.83
Se -1.17 -2.54 -1.31
Se -0.87 0.36 -2.58
Se -0.61 -3.20 -5.35
C -5.56 -0.28 -0.63
C -4.61 -0.42 0.53
C -5.08 -0.39 1.83
C -4.23 -0.49 2.93
C -4.77 -0.42 4.33
C -2.88 -0.67 2.70
C -2.34 -0.74 1.40
C -3.24 -0.56 0.31
N -0.97 -1.00 1.18
C -0.28 -1.95 2.21
C -0.10 -1.32 3.60
C -1.15 -3.22 2.25
C 1.09 -2.41 1.72
H -6.44 0.29 -0.33
H -5.89 -1.26 -0.97
H -5.09 0.22 -1.47
H -6.15 -0.27 2.00
H -5.83 -0.20 4.33
H -4.26 0.36 4.90
H -4.61 -1.36 4.85
H -2.25 -0.75 3.56
H -2.89 -0.55 -0.71
H -0.76 -1.77 4.34
H -0.26 -0.24 3.60
H 0.92 -1.49 3.94
H -2.16 -3.05 2.61
H -0.66 -3.92 2.93
H -1.20 -3.69 1.27
H 1.87 -1.67 1.86
H 1.08 -2.75 0.68
H 1.36 -3.28 2.33
```

**E**: -329806.4874 eV
**Charge**: +2
**HOMO level (alpha / beta)**: -13.02 / -13.02 eV

---

Here is a 2-piece molecular cluster, C6H9O2 overall in a non-equilibrium geometry from the OMol25 dataset. Energies are from ωB97M-V/def2-TZVPD.

Geometry as XYZ:
```
17
C6H9O2 | the OMol25 dataset | ωB97M-V/def2-TZVPD
O 2.70 -0.48 1.70
C 2.66 -0.07 0.52
O 3.28 0.90 0.02
C 1.70 -0.82 -0.44
C 0.34 -0.12 -0.56
C -0.62 -0.23 0.64
C -2.62 1.08 0.18
C -2.06 -0.15 0.24
H 2.13 -0.86 -1.45
H 1.59 -1.86 -0.08
H 0.53 0.92 -0.83
H -0.23 -0.52 -1.40
H -0.36 0.57 1.37
H -0.42 -1.17 1.17
H -2.09 1.99 0.51
H -3.63 1.25 -0.18
H -2.89 -0.42 -1.41
```

**E**: -10457.4807 eV
**⟨S²⟩**: 0.757
**Charge**: -2
**2S+1**: 2
**Energy relative to the best compared isomer or geometry (same formula, charge and spin)**: 1.0758 eV
**HOMO level (alpha / beta)**: 2.04 / -0.02 eV

---

- Look up the charge of the second one.
  +2